a) DFT (the ωB97M-V functional and the def2-TZVPD basis) results for a gas-phase ion, C3H6NO (charge +1).

Each line ends with the Mulliken charge.
CARTESIAN COORDINATES (ANGSTROEM)
1 C -0.515 0.692 -2.163  -0.692
2 O 0.711 0.452 -1.462  -0.231
3 C 0.538 0.083 -0.314  0.639
4 C 0.557 0.149 1.077  -0.559
5 N 0.308 -0.698 2.178  -0.256
6 H -1.207 1.024 -1.512  0.409
7 H -1.004 -0.308 -2.631  0.288
8 H -0.251 1.535 -2.794  0.275
9 H -0.629 -0.727 2.505  0.370
10 H 0.855 -0.514 3.003  0.383
11 H 0.637 -1.689 2.111  0.374

Summary:
- total charge = +1
- structure (SMILES) = COC#C[NH3+]
- molar mass (g mol⁻¹) = 72.09
- spin multiplicity = 1
- E_HOMO (eV) = -14.180
- gap between HOMO and LUMO (eV) = 9.74

b) DFT (the ωB97M-V functional and the def2-TZVPD basis) results for a molecular structure, C3H6NO.

Each line ends with the Mulliken charge.
CARTESIAN COORDINATES (ANGSTROEM)
1 C -0.536 0.202 -1.102  -0.502
2 C 0.772 -0.735 0.757  -0.199
3 C -0.885 0.293 0.290  0.221
4 N 0.514 0.409 -0.116  -0.139
5 O -0.632 -0.741 1.148  -0.353
6 H -0.740 -0.603 -1.692  0.306
7 H -0.709 1.053 -1.645  0.328
8 H 0.993 -1.646 0.378  0.264
9 H 1.389 -0.563 1.593  0.296
10 H -1.472 1.119 0.707  0.345
11 H 1.304 1.213 -0.317  0.433

Summary:
- total charge = +1
- molar mass (g mol⁻¹) = 72.09
- spin multiplicity = 1
- E_HOMO (eV) = -15.996
- gap between HOMO and LUMO (eV) = 12.00

Which is most stable? The ranking, best first, is b), a).

a) DFT (the ωB97M-V functional and the def2-TZVPD basis) results for a gas-phase ion, C3H6NO (charge +1).

Each line ends with the Mulliken charge.
CARTESIAN COORDINATES (ANGSTROEM)
1 C 0.633 -1.480 -0.256  -0.103
2 N 0.824 -0.392 0.389  0.026
3 C 0.245 0.890 -0.034  -0.585
4 C -1.310 0.887 0.110  0.100
5 O -1.931 -0.109 0.414  -0.408
6 H 0.090 -1.471 -1.272  0.263
7 H 0.665 -2.511 0.191  0.306
8 H 1.423 -0.325 1.175  0.285
9 H 0.363 0.909 -1.073  0.325
10 H 0.688 1.809 0.552  0.374
11 H -1.691 1.791 -0.195  0.417

Summary:
- total charge = +1
- structure (SMILES) = C=[NH+]CC=O
- molar mass (g mol⁻¹) = 72.09
- spin multiplicity = 1
- E_HOMO (eV) = -15.171
- gap between HOMO and LUMO (eV) = 9.41

b) DFT (the ωB97M-V functional and the def2-TZVPD basis) results for 2 unconnected molecules or ions with the total composition C3H6NO.

Each line ends with the Mulliken charge.
CARTESIAN COORDINATES (ANGSTROEM)
1 C -0.304 1.327 0.562  -0.481
2 C 0.376 0.782 1.670  0.092
3 C -0.739 -0.040 0.447  0.233
4 N 0.590 -0.991 -1.689  -0.556
5 O 0.063 -0.611 1.340  -0.254
6 H -0.806 2.201 0.397  0.357
7 H 0.751 0.967 2.666  0.376
8 H -1.612 -0.463 -0.051  0.520
9 H 1.252 -1.560 -1.211  0.230
10 H 0.800 -0.401 -2.438  0.206
11 H -0.371 -1.211 -1.693  0.277

Summary:
- total charge = +1
- molar mass (g mol⁻¹) = 72.09
- spin multiplicity = 1
- E_HOMO (spin up / spin down) (eV) = -14.494 / -14.495
- gap between HOMO and LUMO (spin up / spin down) (eV) = 7.57 / 7.57

Which is most stable? The ranking, best first, is a), b).

a) DFT (the ωB97M-V functional and the def2-TZVPD basis) results for 2 unconnected molecules or ions with the total composition C3H14N2O.

Each line ends with the Mulliken charge.
CARTESIAN COORDINATES (ANGSTROEM)
1 C 0.207 1.115 0.668  -1.084
2 C -0.806 0.159 0.021  -0.578
3 C -1.082 -1.037 1.003  -0.624
4 N -1.291 -2.287 0.221  -0.259
5 N 0.944 2.066 -0.254  -0.182
6 H 0.890 0.612 1.355  0.492
7 H -0.452 1.707 1.455  0.401
8 H -0.453 -0.204 -0.959  0.428
9 H -1.661 0.785 -0.196  0.427
10 H -0.258 -1.067 1.778  0.443
11 H -2.042 -0.836 1.499  0.337
12 H -1.041 -3.102 0.805  0.370
13 H -2.189 -2.386 -0.280  0.382
14 H -0.641 -2.139 -0.585  0.341
15 H 1.546 2.791 0.193  0.399
16 H 0.121 2.555 -0.661  0.406
17 H 1.480 1.558 -1.000  0.301
18 H 2.032 -0.019 -2.448  0.343
19 H 2.778 -0.272 -1.135  0.319
20 O 1.918 0.002 -1.480  -0.661

Summary:
- total charge = +2
- molar mass (g mol⁻¹) = 94.16
- spin multiplicity = 1
- E_HOMO (eV) = -20.244
- gap between HOMO and LUMO (eV) = 13.48

b) DFT (the ωB97M-V functional and the def2-TZVPD basis) results for a molecular structure, C3H14N2O.

Each line ends with the Mulliken charge.
CARTESIAN COORDINATES (ANGSTROEM)
1 C -0.091 0.919 0.130  -0.639
2 C 1.012 0.033 0.660  -0.244
3 C 0.708 -1.412 0.292  -0.562
4 N 1.915 -2.924 0.525  -0.625
5 N -1.504 0.498 -0.246  -0.282
6 H 0.191 1.550 -0.732  0.364
7 H -0.266 1.731 0.856  0.396
8 H 0.877 0.024 1.767  0.318
9 H 1.936 0.487 0.260  0.308
10 H -0.148 -2.043 0.535  0.441
11 H 1.139 -1.666 -0.698  0.367
12 H 1.488 -3.581 -0.126  0.383
13 H 2.861 -2.640 0.281  0.346
14 H 1.991 -3.490 1.376  0.333
15 H -2.131 0.823 0.503  0.384
16 H -1.655 -0.459 -0.570  0.375
17 H -1.928 1.052 -1.005  0.310
18 H -1.590 3.693 -1.801  0.335
19 H -2.554 4.111 -0.791  0.339
20 O -2.248 3.293 -1.215  -0.649

Summary:
- total charge = +2
- molar mass (g mol⁻¹) = 94.16
- spin multiplicity = 1
- E_HOMO (eV) = -18.420
- gap between HOMO and LUMO (eV) = 9.89

Which is most stable? The ranking, best first, is a), b).

a) DFT (the ωB97M-V functional and the def2-TZVPD basis) results for C6H5N in the gas phase.

Each line ends with the Mulliken charge.
CARTESIAN COORDINATES (ANGSTROEM)
1 C 1.032 -0.558 1.270  -0.444
2 C 0.901 -0.434 -0.143  -0.122
3 C -1.062 0.625 2.300  -0.556
4 C 0.099 -0.020 2.042  0.157
5 C -1.455 0.919 1.051  -0.306
6 C -0.177 0.240 -0.582  0.141
7 N -0.618 0.609 -1.800  -0.449
8 H 1.863 -1.085 1.713  0.380
9 H 1.627 -0.859 -0.834  0.318
10 H -1.570 0.835 3.224  0.384
11 H -0.234 0.123 -2.601  0.234
12 H -1.586 0.877 -1.870  0.264

Summary:
- molar mass (g mol⁻¹) = 91.11
- spin multiplicity = 1
- E_HOMO (spin up / spin down) (eV) = -7.557 / -7.558
- gap between HOMO and LUMO (spin up / spin down) (eV) = 7.01 / 6.97

b) DFT (the ωB97M-V functional and the def2-TZVPD basis) results for C6H5N in the gas phase.

Each line ends with the Mulliken charge.
CARTESIAN COORDINATES (ANGSTROEM)
1 C -2.825 -0.002 -1.035  0.178
2 C -1.721 0.448 -0.825  -0.193
3 C -0.360 0.777 -0.675  -0.794
4 N 0.207 1.118 0.495  -0.123
5 C 1.380 0.566 0.862  -0.677
6 C 1.611 -0.789 0.543  -0.341
7 C 1.687 -1.986 0.370  0.129
8 H -3.781 -0.437 -1.216  0.393
9 H 0.339 0.503 -1.454  0.393
10 H -0.287 1.729 1.146  0.268
11 H 2.047 1.124 1.505  0.374
12 H 1.702 -3.051 0.285  0.393

Summary:
- molar mass (g mol⁻¹) = 91.11
- spin multiplicity = 1
- E_HOMO (spin up / spin down) (eV) = -7.168 / -7.201
- gap between HOMO and LUMO (spin up / spin down) (eV) = 7.13 / 7.24

c) DFT (the ωB97M-V functional and the def2-TZVPD basis) results for C6H5N in the gas phase.

Each line ends with the Mulliken charge.
CARTESIAN COORDINATES (ANGSTROEM)
1 C 2.509 0.228 -0.060  -0.469
2 C 3.668 0.137 0.289  -0.521
3 C -0.961 -1.053 0.000  -0.082
4 C -1.803 1.080 0.037  -0.399
5 C 0.441 -1.015 -0.111  -0.125
6 C 1.155 0.218 -0.094  0.301
7 N -1.781 -0.127 0.462  -0.330
8 H -1.505 -2.011 -0.208  0.325
9 H -1.333 1.398 -0.965  0.367
10 H -2.298 1.820 0.747  0.264
11 H 1.207 -1.874 -0.106  0.307
12 H 0.702 1.199 0.010  0.362

Summary:
- molar mass (g mol⁻¹) = 91.11
- spin multiplicity = 1
- E_HOMO (spin up / spin down) (eV) = -9.230 / -9.231
- gap between HOMO and LUMO (spin up / spin down) (eV) = 7.45 / 7.46

Which is most stable? The ranking, best first, is b), c), a).

a) DFT (the ωB97M-V functional and the def2-TZVPD basis) results for C6H5N in the gas phase.

Each line ends with the Mulliken charge.
CARTESIAN COORDINATES (ANGSTROEM)
1 C 0.089 -0.069 2.368  0.394
2 C -0.062 0.560 1.352  -0.703
3 C -0.251 1.251 0.095  -0.277
4 N -1.319 0.834 -0.811  -0.599
5 C 0.058 0.506 -1.172  -0.284
6 C 0.531 -0.857 -1.063  -0.702
7 C 0.904 -1.993 -0.918  0.396
8 H 0.231 -0.642 3.257  0.390
9 H -0.074 2.325 0.109  0.344
10 H -1.781 0.007 -0.435  0.309
11 H 0.442 1.076 -2.016  0.343
12 H 1.234 -2.998 -0.767  0.390

Summary:
- structure (SMILES) = C#C[C@@H]1N[C@@H]1C#C
- molar mass (g mol⁻¹) = 91.11
- spin multiplicity = 1
- E_HOMO (eV) = -9.368
- gap between HOMO and LUMO (eV) = 10.47

b) DFT (the ωB97M-V functional and the def2-TZVPD basis) results for C6H5N in the gas phase.

Each line ends with the Mulliken charge.
CARTESIAN COORDINATES (ANGSTROEM)
1 C 1.471 0.579 -1.632  0.301
2 C 0.427 0.275 -1.115  -0.790
3 C -0.929 0.148 -0.634  -0.235
4 N -1.359 0.970 0.493  -0.565
5 C -1.201 -0.465 0.713  -0.045
6 C 0.039 -0.915 1.308  -0.488
7 C 1.241 -1.013 1.342  -0.046
8 H 2.348 0.935 -2.117  0.425
9 H -1.639 0.051 -1.447  0.333
10 H -0.565 1.473 0.881  0.324
11 H -2.135 -0.990 0.894  0.403
12 H 2.304 -1.047 1.314  0.383

Summary:
- structure (SMILES) = C#C[C@@H]1N[C@@H]1C#C
- molar mass (g mol⁻¹) = 91.11
- spin multiplicity = 1
- E_HOMO (eV) = -9.412
- gap between HOMO and LUMO (eV) = 10.50

c) DFT (the ωB97M-V functional and the def2-TZVPD basis) results for C6H5N in the gas phase.

Each line ends with the Mulliken charge.
CARTESIAN COORDINATES (ANGSTROEM)
1 N 3.157 0.030 -0.569  -0.411
2 C 2.103 0.060 -0.105  0.116
3 C 0.728 0.071 0.454  0.523
4 C -0.230 1.223 0.118  -0.580
5 C -1.368 0.695 -0.380  -0.426
6 C -1.244 -0.791 -0.349  -0.357
7 C -0.043 -1.159 0.073  -0.661
8 H 0.982 -0.049 1.570  0.261
9 H -0.032 2.307 0.238  0.331
10 H -2.200 1.162 -0.860  0.427
11 H -2.116 -1.404 -0.546  0.399
12 H 0.265 -2.146 0.356  0.380

Summary:
- structure (SMILES) = N#CC1C=CC=C1
- molar mass (g mol⁻¹) = 91.11
- spin multiplicity = 1
- E_HOMO (eV) = -9.440
- gap between HOMO and LUMO (eV) = 10.02

Which is most stable? The ranking, best first, is c), a), b).

a) DFT (the ωB97M-V functional and the def2-TZVPD basis) results for CH2N2O4 in the gas phase.

Each line ends with the Mulliken charge.
CARTESIAN COORDINATES (ANGSTROEM)
1 O 3.475 0.414 -0.057  -0.317
2 N 2.362 0.447 -0.429  0.167
3 O 1.495 0.034 0.569  -0.136
4 C 0.121 0.189 0.171  -0.230
5 N -0.182 1.678 -0.026  0.981
6 O 0.748 2.395 0.054  -0.543
7 O -1.324 1.910 -0.175  -0.576
8 H -0.179 -0.211 -0.716  0.311
9 H -0.591 -0.303 0.852  0.344

Summary:
- structure (SMILES) = O=NOC[N+](=O)[O-]
- molar mass (g mol⁻¹) = 106.04
- spin multiplicity = 1
- E_HOMO (eV) = -10.894
- gap between HOMO and LUMO (eV) = 10.85

b) DFT (the ωB97M-V functional and the def2-TZVPD basis) results for 2 unconnected molecules or ions with the total composition CH2N2O4.

Each line ends with the Mulliken charge.
CARTESIAN COORDINATES (ANGSTROEM)
1 O -0.639 0.043 -0.805  -0.703
2 N 0.074 0.643 0.066  0.512
3 N 1.023 0.140 0.686  -0.222
4 O 1.137 -1.190 0.516  -0.281
5 H 0.189 1.747 0.146  0.315
6 H 0.542 -1.349 -0.302  0.376
7 O -2.778 0.176 0.874  -0.384
8 C -2.938 -0.393 -0.101  0.787
9 O -3.114 -1.115 -0.998  -0.400

Summary:
- structure (SMILES) = [O-]/[NH+]=N\O.O=C=O
- molar mass (g mol⁻¹) = 106.04
- spin multiplicity = 1
- E_HOMO (spin up / spin down) (eV) = -10.391 / -10.390
- gap between HOMO and LUMO (spin up / spin down) (eV) = 10.81 / 10.81

Which is most stable? The ranking, best first, is b), a).